{
  "formula": "C36H83BrN2O14",
  "method": "ωB97M-V/def2-TZVPD",
  "symbols": ["C", "C", "C", "Br", "C", "N", "C", "C", "C", "O", "C", "O", "C", "C", "N", "C", "C", "C", "C", "C", "C", "C", "O", "C", "O", "O", "H", "H", "H", "H", "H", "H", "H", "H", "H", "H", "H", "H", "H", "H", "H", "H", "H", "H", "H", "H", "H", "H", "H", "H", "H", "H", "H", "H", "H", "C", "C", "O", "H", "H", "H", "H", "H", "H", "C", "C", "O", "H", "H", "H", "H", "H", "H", "C", "C", "O", "H", "H", "H", "H", "H", "H", "C", "C", "O", "H", "H", "H", "H", "H", "H", "C", "C", "O", "H", "H", "H", "H", "H", "H", "C", "C", "O", "H", "H", "H", "H", "H", "H", "C", "C", "O", "H", "H", "H", "H", "H", "H", "C", "C", "O", "H", "H", "H", "H", "H", "H", "C", "C", "O", "H", "H", "H", "H", "H", "H"],
  "positions_angstrom": [[1.613789, 3.289547, 1.786438], [0.522079, 2.208022, 1.663953], [0.978310, 0.801683, 1.268008], [2.534890, 0.362266, 2.402954], [1.407704, 0.611317, -0.197415], [1.764810, 1.841448, -0.978733], [2.025108, 1.259189, -2.380010], [3.256323, 1.839415, -3.068314], [3.145488, 1.874164, -4.595727], [3.098074, 3.213312, -5.092844], [4.296539, 3.791365, -5.270524], [5.288144, 3.237574, -5.616211], [1.640947, -0.228085, -2.414007], [0.953103, -0.669614, -3.709474], [2.592010, -1.276071, -2.031347], [3.852220, -1.279408, -2.204227], [4.583865, -1.071624, -3.511928], [4.739616, -1.526338, -1.003771], [0.602943, -0.231579, -1.165684], [-0.734868, 0.274240, -1.703451], [-1.497076, 1.080140, -0.639183], [-2.803976, 1.592901, -1.113798], [-1.535906, 2.453866, -0.874791], [0.440942, -1.677488, -0.608226], [1.068501, -1.934199, 0.434140], [-0.307721, -2.421444, -1.265671], [2.429418, 3.202631, 1.073297], [1.142071, 4.254655, 1.584607], [2.003630, 3.363210, 2.795651], [0.083240, 2.111050, 2.657297], [-0.267644, 2.592883, 1.018882], [0.257410, 0.032539, 1.508811], [2.378613, 0.127676, -0.106311], [0.970557, 2.474674, -1.089876], [2.636356, 2.307123, -0.746844], [1.219578, 1.722977, -2.954404], [3.327049, 2.882802, -2.740450], [4.182096, 1.379085, -2.722092], [3.926214, 1.282285, -5.061738], [2.206358, 1.412035, -4.890637], [4.306610, 4.873620, -5.103902], [0.307510, 0.098431, -4.138707], [1.691568, -0.899649, -4.477801], [0.386258, -1.575013, -3.504552], [5.471531, -0.453717, -3.352815], [4.952092, -2.040383, -3.849054], [3.984490, -0.590906, -4.278380], [4.464986, -2.474437, -0.542779], [4.636271, -0.709383, -0.293352], [5.787535, -1.609997, -1.296532], [-1.424044, -0.535156, -1.915422], [-0.664346, 1.020562, -2.493428], [-1.459044, 0.742313, 0.394260], [-3.385374, 2.161217, -0.401479], [-2.949846, 1.767033, -2.169765], [-1.461126, 6.335639, 1.451867], [-1.827618, 5.155052, 2.333273], [-2.812507, 5.509441, 3.297736], [-1.086954, 7.159919, 2.059731], [-0.696480, 6.061590, 0.722144], [-2.337503, 6.700693, 0.911662], [-0.953623, 4.808158, 2.883601], [-2.203637, 4.323241, 1.726486], [-3.595194, 5.805936, 2.824044], [1.702326, -2.947845, 5.779836], [0.414147, -3.035971, 4.983912], [0.025171, -1.759182, 4.486270], [1.586025, -2.261183, 6.620557], [1.992345, -3.928007, 6.163927], [2.514634, -2.567410, 5.159997], [-0.404371, -3.397750, 5.606042], [0.533722, -3.722834, 4.139871], [0.736006, -1.439185, 3.923483], [6.862619, -3.094828, 6.562669], [5.363541, -2.893279, 6.435126], [4.957827, -2.828693, 5.074204], [7.397650, -2.283535, 6.067626], [7.167809, -3.129207, 7.609934], [7.165678, -4.027890, 6.082171], [5.063404, -1.953704, 6.898017], [4.827750, -3.709646, 6.932291], [5.205254, -3.662009, 4.656869], [-3.478025, -0.145519, 6.601846], [-3.754884, -0.244470, 5.112121], [-2.609267, 0.094765, 4.343858], [-3.158140, 0.864315, 6.860960], [-4.366707, -0.393419, 7.185402], [-2.673405, -0.826419, 6.888573], [-4.545089, 0.448088, 4.823483], [-4.077016, -1.259015, 4.850807], [-1.904846, -0.520593, 4.581326], [5.933662, -7.372773, 2.512631], [5.438843, -7.289589, 3.944515], [4.803349, -6.039815, 4.208485], [6.635267, -6.563949, 2.306087], [6.430630, -8.325321, 2.324300], [5.102972, -7.271263, 1.810726], [6.270455, -7.371483, 4.642443], [4.733785, -8.100672, 4.151784], [4.055837, -5.956394, 3.607344], [2.918337, 8.041279, -5.853686], [3.451021, 8.301129, -4.457281], [2.617940, 7.708213, -3.462019], [1.905779, 8.431481, -5.955285], [3.551175, 8.507105, -6.610023], [2.871754, 6.966895, -6.051998], [3.479333, 9.368201, -4.246311], [4.468134, 7.905780, -4.356464], [2.590211, 6.761624, -3.628218], [-4.882000, -1.565681, -0.993183], [-5.273938, -1.839703, -2.428567], [-4.282287, -1.340961, -3.332820], [-4.752034, -0.493542, -0.835062], [-5.636214, -1.935016, -0.300564], [-3.927758, -2.045837, -0.758135], [-6.212651, -1.341977, -2.671299], [-5.399610, -2.915789, -2.595077], [-3.454408, -1.787280, -3.123921], [-8.824456, -5.358786, -0.952249], [-8.209558, -3.971520, -0.965491], [-7.062315, -3.895816, -0.123533], [-9.105998, -5.638388, 0.063160], [-9.710591, -5.402043, -1.587188], [-8.107258, -6.101943, -1.308483], [-8.919205, -3.234717, -0.592393], [-7.926744, -3.690207, -1.986544], [-6.417908, -4.532932, -0.447759], [-8.440246, -0.066306, -4.905105], [-7.830242, 1.323460, -4.942813], [-6.679650, 1.411381, -4.109410], [-8.714768, -0.331213, -3.883203], [-9.330417, -0.123058, -5.533640], [-7.721627, -0.811774, -5.254110], [-8.540854, 2.062836, -4.576443], [-7.554907, 1.589381, -5.969392], [-6.037367, 0.766981, -4.428173]],
  "forces_ev_per_angstrom": [[-0.681, 0.431, -0.203], [0.231, 0.075, 0.605], [0.219, 0.895, -0.318], [-0.129, -0.121, 0.106], [0.534, -0.399, 1.109], [0.342, -0.865, -1.473], [-0.729, 0.614, -1.712], [0.485, 0.425, 0.905], [-0.503, -0.931, -0.088], [-0.019, 0.253, 0.699], [0.238, 0.516, -0.464], [0.601, -0.672, 0.113], [-1.081, -2.253, 0.343], [0.155, 0.503, -0.407], [1.329, 2.252, 1.447], [-0.332, 0.042, -0.362], [0.288, 0.844, 0.310], [0.350, -1.244, -0.691], [0.234, -0.223, -1.715], [-0.636, 1.406, 2.358], [-1.011, -1.003, -0.960], [1.938, 2.966, 0.540], [0.692, 0.056, 0.212], [-0.062, -0.823, 0.344], [0.034, 0.389, 0.211], [-0.106, 0.197, -0.348], [0.225, -0.124, 0.155], [0.039, 0.062, -0.009], [0.304, -0.237, -0.034], [-0.222, 0.008, -0.037], [-0.054, -0.304, -0.187], [-0.015, -0.058, 0.035], [-0.160, -0.504, -0.355], [0.134, 0.305, 0.448], [-0.315, 0.239, 0.811], [-0.142, -0.145, 0.003], [0.013, 0.060, -0.074], [0.003, -0.169, -0.112], [0.240, 0.349, -0.142], [-0.087, 0.144, -0.138], [-0.573, 0.129, -0.033], [-0.196, -0.099, 0.072], [0.132, -0.071, 0.052], [-0.060, -0.019, 0.097], [0.078, -0.024, -0.057], [-0.136, -0.093, -0.094], [-0.162, -0.343, -0.106], [-0.181, 0.166, 0.343], [-0.190, -0.030, 0.106], [0.043, 0.067, 0.034], [0.574, -0.421, -0.597], [0.002, -0.370, -0.431], [0.047, 0.108, -0.018], [-1.204, -1.093, -0.071], [-0.718, -0.901, -0.095], [0.022, 0.021, 0.060], [-0.295, 0.107, -0.186], [0.171, -0.010, 0.115], [0.048, -0.024, 0.013], [-0.028, 0.005, -0.028], [0.018, -0.057, -0.074], [-0.075, -0.031, 0.117], [0.170, -0.040, -0.047], [-0.022, -0.007, 0.017], [-0.076, 0.101, 0.034], [0.239, 0.033, -0.128], [-0.333, 0.099, 0.216], [-0.061, -0.051, 0.036], [0.034, 0.003, -0.020], [0.042, -0.109, -0.021], [-0.069, 0.064, -0.042], [-0.042, -0.088, 0.063], [0.082, 0.061, -0.162], [0.024, 0.052, -0.037], [0.061, -0.265, -0.163], [0.121, 0.165, -0.028], [-0.013, 0.035, 0.036], [0.006, -0.021, -0.004], [-0.024, -0.042, 0.062], [-0.062, 0.011, -0.043], [0.007, 0.062, 0.118], [-0.083, -0.124, -0.004], [0.009, 0.052, 0.005], [0.256, -0.143, 0.034], [-0.078, 0.131, -0.004], [-0.044, 0.020, -0.011], [0.012, -0.017, 0.006], [-0.042, -0.053, 0.001], [0.015, 0.010, -0.055], [-0.133, 0.027, 0.045], [0.209, -0.088, -0.122], [0.024, 0.087, 0.006], [-0.176, 0.039, -0.236], [0.129, 0.121, 0.095], [0.040, -0.023, 0.028], [-0.017, -0.007, -0.011], [-0.014, -0.079, 0.003], [-0.039, 0.055, 0.067], [0.091, -0.071, 0.047], [-0.027, 0.044, 0.026], [-0.061, 0.022, 0.029], [-0.055, -0.342, -0.052], [0.037, 0.154, 0.050], [0.013, 0.052, 0.013], [0.012, -0.036, -0.011], [0.069, 0.005, -0.055], [-0.029, -0.006, 0.084], [0.059, 0.131, -0.050], [-0.059, -0.007, -0.016], [0.092, 0.102, 0.111], [0.352, -0.053, 0.136], [-0.223, 0.090, -0.130], [-0.059, 0.020, -0.037], [0.007, -0.032, -0.002], [-0.027, -0.059, 0.016], [0.048, 0.043, -0.126], [-0.117, 0.013, 0.028], [0.026, 0.010, -0.001], [0.004, 0.001, 0.078], [0.210, -0.218, -0.083], [-0.184, 0.023, 0.037], [-0.039, 0.033, 0.003], [0.013, -0.013, -0.016], [-0.023, 0.012, -0.077], [0.058, 0.051, 0.038], [-0.129, 0.052, -0.023], [0.040, 0.003, 0.047], [0.000, -0.003, 0.068], [0.211, -0.246, -0.058], [-0.057, 0.045, 0.019], [-0.042, 0.036, 0.002], [0.011, -0.016, -0.011], [-0.018, 0.013, -0.070], [0.056, 0.052, 0.031], [-0.133, 0.051, -0.025], [0.062, -0.005, 0.105]],
  "e_lumo_ha": -0.0132,
  "gap_ev": 7.5,
  "homo_energy_ev": -7.87,
  "charge": 0,
  "smiles": "CC[C@H](Br)[C@@H]1[NH2+][C@@H](CCOC=O)[C@@](C)(N=C(C)C)[C@@]1(C[C@@H]1CO1)C(=O)[O-].CCO.CCO.CCO.CCO.CCO.CCO.CCO.CCO.CCO"
}